2 unconnected molecules or ions with the total composition C3H12N3O. Source: the Open Molecules 2025 dataset; level of theory: ωB97M-V with the def2-TZVPD basis set.

Geometry (Å):
H (-1.831, 1.716, -2.525)
C (-2.242, 1.380, -1.619)
H (-1.603, 2.092, -1.031)
O (-1.919, 0.118, -1.135)
H (-0.023, -0.642, -0.929)
H (-0.904, 1.235, 0.571)
N (1.546, -0.064, 1.953)
H (0.794, -2.835, -0.349)
H (-3.376, 1.335, -1.602)
H (2.069, -2.403, 0.726)
H (-2.324, -0.658, -1.624)
H (1.928, 0.676, 2.543)
H (2.213, -0.826, 2.022)
N (-0.006, 1.233, 0.697)
H (2.137, -1.912, -1.055)
C (1.546, -2.028, -0.161)
N (0.681, -0.801, -0.181)
C (0.850, 0.089, 0.748)
H (0.029, 1.981, 1.402)

Properties
DFT total energy   -360.72096 Eh
Energy relative to the best compared isomer or geometry (same formula, charge and spin)   71.4 kcal/mol
Charge   +1
Frontier orbital gap   11.3 eV
HOMO   -14.22 eV
Spin multiplicity   1
E_LUMO   -2.93 eV